No. 1
Entry from the Open Molecules 2025 dataset: a 2-piece molecular cluster, C6H12N2 overall in a non-equilibrium geometry (ωB97M-V/def2-TZVPD).

Positions of all 20 atoms, in Å:
C  -1.53412  1.82270  1.22318
H  0.89140  -2.70128  -2.37410
C  0.39782  -3.00210  -1.44510
H  -2.32419  1.47879  1.89091
C  0.73757  1.00269  0.49895
H  1.20777  -0.93262  0.44746
H  -1.97989  2.04450  0.24845
H  -1.15899  2.76883  1.62614
H  -0.29354  -3.82266  -1.66328
C  -1.16201  -1.05788  -0.55085
H  -0.48734  -0.01531  1.84496
C  -0.29524  -1.86393  -0.84486
C  -0.45811  0.78111  1.11523
N  1.68555  -0.00058  0.44493
H  0.48138  2.95325  -0.01413
H  2.27157  0.04000  -0.38095
H  1.16974  -3.37267  -0.76518
H  1.95626  2.29478  -0.48756
H  -2.08730  -0.53997  -0.52419
N  0.98166  2.12235  -0.29003

Summary:
SMILES: CC=C(N)N.C#CC
HOMO energy, eV: -7.0640
Calculated total energy, eV: -9394.01904
Multiplicity: 1
Energy above the lowest of the compared OMol25 structures with the same formula, charge and spin, kcal per mole: 65.28

***

No. 2
Entry from the Open Molecules 2025 dataset: C6H12N2 as an isolated structure in a non-equilibrium geometry (ωB97M-V/def2-TZVPD).

Positions of all 20 atoms, in Å:
H  -1.14839  1.57500  2.02329
H  0.40530  -0.89303  1.91489
C  0.76502  -1.64372  -0.12607
C  0.52163  -0.60975  0.84674
H  -1.60325  2.29689  0.51136
C  0.63375  -0.85260  -1.53336
H  -0.13894  -1.39734  -2.07309
H  -1.95407  -0.97424  0.69749
H  1.56925  -2.20670  -0.07478
C  -0.46965  0.35621  0.27265
C  0.52520  0.49115  -0.89340
H  0.10521  2.44225  0.92797
H  2.47204  0.01849  0.01207
N  -1.82782  -0.07262  -0.26391
H  -2.90167  0.87625  0.15359
H  0.61391  1.45541  -1.53454
C  -0.82327  1.70493  0.93110
N  1.51880  0.44391  0.28800
H  -0.02337  -2.29240  0.02543
H  1.76033  -0.71811  -2.10541

Summary:
HOMO energy, eV: -9.1263
Calculated total energy, eV: -9389.96603
Multiplicity: 1
Energy above the lowest of the compared OMol25 structures with the same formula, charge and spin, kcal per mole: 158.74

***

No. 3
Entry from the Open Molecules 2025 dataset: a 2-piece molecular cluster, C6H12N2 overall in a non-equilibrium geometry (ωB97M-V/def2-TZVPD).

Positions of all 20 atoms, in Å:
C  -0.68778  2.22669  0.82111
H  3.17499  0.54024  2.56817
H  -0.56692  3.30334  1.07982
H  -1.90688  -1.10379  -2.49811
H  3.23764  -0.02347  -0.08340
N  2.48700  0.42893  0.39853
C  -0.86766  -2.43238  -1.09767
C  0.52258  1.27026  0.94375
C  1.27458  0.81269  -0.18640
H  -0.43757  -2.51697  0.06212
H  0.90719  0.90585  -1.20568
H  -1.27534  1.85763  1.61903
H  0.04400  -2.02691  -1.56894
C  -2.02073  -1.44033  -1.46222
H  -1.89357  -0.67403  -0.77355
C  2.44358  0.72924  1.82240
H  -2.98067  -1.84142  -1.25141
H  -1.20041  2.43068  -0.03559
H  -1.38751  -3.46589  -1.29531
N  1.13345  1.01966  2.14334

Summary:
SMILES: Cc1c[nH]cn1.CC
HOMO energy, eV: -8.2787
Calculated total energy, eV: -9394.23005
Multiplicity: 1
Energy above the lowest of the compared OMol25 structures with the same formula, charge and spin, kcal per mole: 60.41

***

No. 4
Entry from the Open Molecules 2025 dataset: a 2-piece molecular cluster, C6H12N2 overall in a non-equilibrium geometry (ωB97M-V/def2-TZVPD).

Positions of all 20 atoms, in Å:
C  2.23671  0.45378  -0.12857
N  1.17707  0.01218  2.21408
H  3.25919  0.11091  0.03667
H  -1.25334  -0.12217  -0.46123
H  -1.76701  0.44453  -3.06777
N  0.21189  -1.97512  1.75077
H  -0.48440  1.70000  -2.45227
H  0.57942  -1.24636  3.85518
H  -2.14337  2.22043  -2.29802
H  2.18527  1.53948  -0.00872
C  1.27313  -0.32289  0.79372
H  -0.56420  -2.62964  1.86300
H  0.19957  -1.90520  -0.38455
C  0.53759  -1.02119  2.76514
H  2.10113  0.13086  -1.20794
C  -1.55547  1.30850  -2.25944
H  -2.92480  0.52892  -0.86416
C  -1.82718  0.73516  -0.74224
H  -1.76446  1.47860  0.08114
C  0.52326  -1.44078  0.51519

Summary:
SMILES: Cc1c[nH]cn1.CC
HOMO energy, eV: -8.5875
Calculated total energy, eV: -9395.41570
Multiplicity: 1
Energy above the lowest of the compared OMol25 structures with the same formula, charge and spin, kcal per mole: 33.07